1.
C32H84F6O36P8 | ωB97M-V with the def2-TZVPD basis set

As for the LUMO energy: 3.12 eV. Its spin multiplicity is 1. The calculation puts the relative energy (zero: lowest compared OMol25 entry of this formula, charge and spin) at 0.0 kcal per mole. For the highest occupied orbital energy, the calculation gives -0.044 Eh. The net charge is -2. The largest force on an atom comes out at 3.84 eV/A. For the HOMO-LUMO gap, the calculation gives 4.3 eV.

Element x y z (Å)
P -0.93910 -2.18723 -5.26620
P -5.22408 -2.12542 -7.86471
P -0.24214 8.11702 -5.71380
P -3.40142 8.82308 -10.25841
P -3.94442 -1.96481 -0.02336
P -0.59488 3.24973 -10.97563
P 1.90255 3.13238 -1.52295
P -5.79773 4.08796 -1.04721
F -3.60561 3.38859 -9.22673
F 5.10868 0.51604 -9.00161
F 5.31261 -1.56842 -9.50898
F -5.08984 2.99631 -7.64776
F -3.87010 4.73165 -7.55239
F 3.98765 -0.39871 -10.63449
O 1.73164 1.72448 -1.93859
O 3.34718 3.65070 -1.10791
O -3.61406 8.30430 -8.76401
O 0.90817 3.55831 -0.29697
O 2.44444 -2.06466 -8.84495
O 0.60185 3.90528 -11.82841
O -6.05344 4.71436 -2.50479
O -2.44267 -2.37233 -4.77508
O -5.52146 -3.63170 -7.42567
O -0.36086 -3.67802 -5.11699
O -4.49705 -2.28898 -1.32104
O -4.22363 7.79320 -11.15424
O -3.86831 -1.95961 -8.44473
O -6.01426 2.51866 -1.32183
O -1.86308 8.54292 -10.52815
O -2.61811 1.24945 -7.61211
O -3.33388 -3.25222 0.76533
O -5.01292 -1.35059 1.04436
O -1.61483 7.66295 -5.09359
O -6.41917 -1.86978 -8.91698
O -0.44876 1.80294 -10.81492
O -6.70693 4.71770 -0.08884
O -2.84759 2.59156 -5.75468
O -1.92402 3.82058 -11.66346
O -2.71751 -0.95116 -0.10769
O 0.15558 7.78203 -7.08890
O 2.22832 0.11491 -8.43564
O -3.73997 10.26942 -10.30349
O 1.48960 4.22935 -2.62009
O 0.70641 7.38935 -4.60468
O -5.62368 -1.24999 -6.61681
O -0.25955 9.67274 -5.27095
O -0.56590 4.08371 -9.61635
O -0.20934 -1.42215 -4.06132
O -4.25475 4.17645 -0.81535
O -0.87502 -1.56539 -6.58951
C 2.07634 4.32399 -3.90541
C -3.12986 -1.15592 -4.56096
C 3.13894 -0.98741 -8.44002
C -1.98597 -0.84112 -1.32646
C -4.95401 8.21575 -8.25283
C 0.47515 10.63950 -5.99858
C -3.62073 5.36525 -0.32850
C -3.79778 3.43002 -7.89689
C -1.60877 2.34725 -5.11998
C -5.60985 -4.77785 -8.23884
C 1.06535 -3.85272 -5.16164
C 2.54549 1.28919 -7.64511
C -0.89334 9.54440 -10.21717
C 1.35430 3.14267 -12.75980
C -4.01391 7.80237 -12.58469
C 4.42500 2.73778 -1.07595
C -5.93850 0.13167 -6.76832
C 0.74440 -0.41064 -4.32804
C -0.70510 5.49547 -9.59135
C -6.22286 -2.02384 -10.31564
C -5.15062 4.43704 -3.57529
C -0.47461 3.27418 -0.53385
C -7.36462 2.15790 -1.51762
C -2.10399 3.68606 -13.05882
C 4.36226 -0.59793 -9.34057
C -2.73351 7.10392 -5.70193
C -6.12173 -0.53196 0.60528
C -1.71560 3.00516 -3.74114
C 0.45688 7.62004 -3.22351
C 1.44097 2.33039 -7.97299
C -2.76803 2.50125 -7.19005
C -3.14197 -3.13190 2.16694
H -5.22999 -2.19401 -10.72887
H -3.08827 6.26704 -5.08931
H -0.09786 9.49248 -10.96648
H -2.72058 6.68222 -6.70535
H -6.66824 -1.16793 -10.82311
H -3.36360 -0.53723 -5.43017
H -5.68636 -4.54246 -9.30399
H 0.97765 2.69269 -13.68426
H -0.48465 8.04920 -2.88150
H -1.85626 2.99681 -7.58601
H 3.51931 1.64445 -7.98341
H -0.86898 4.07441 -1.15868
H -5.18103 7.17600 -8.02096
H -0.97665 3.25126 0.43342
H 4.10765 1.75277 -1.40777
H -0.95903 5.86009 -8.60112
H -5.99494 -0.16128 -0.40513
H -4.67242 -5.27916 -7.99970
H -6.82311 -2.90383 -10.56810
H -1.44269 5.77705 -10.34746
H 0.35341 0.58817 -4.16194
H -1.55080 1.26038 -5.24881
H -8.10984 2.95350 -1.55261
H -4.66061 5.38801 -3.80518
H -1.29333 10.55356 -10.26862
H -6.40589 0.18051 1.38092
H 1.26154 11.10021 -5.40100
H -0.79533 2.77814 -3.19902
H -4.04832 -1.46193 -4.05810
H 1.87282 3.35337 -4.36518
H -3.33437 5.84933 -1.26508
H 0.52804 2.18077 -7.40500
H 1.08850 10.13184 -6.75414
H 1.66695 -0.60859 -3.77160
H -2.54945 -0.53422 -3.87170
H -7.71640 1.54621 -0.68030
H 2.34550 3.49415 -13.04458
H -4.42157 5.96522 0.11282
H 1.65196 5.16202 -4.45185
H -0.30455 9.30903 -9.32970
H 1.24435 -0.47641 -5.29846
H -5.65429 8.75242 -8.88881
H 2.45460 0.94810 -6.61264
H -1.63327 -1.77899 -1.74722
H -7.02950 0.19441 -6.73787
H 1.32968 -3.52627 -6.17440
H -3.88750 6.76198 -12.87328
H 1.22295 8.35889 -2.96900
H -3.08911 8.33970 -12.79724
H 3.51385 -1.18834 -7.42002
H -7.41105 1.52381 -2.40308
H -0.66679 2.75422 -5.51143
H -4.36312 3.70295 -3.42228
H -5.54348 0.50360 -7.71375
H 1.37775 2.66452 -9.00165
H -5.74399 4.23112 -4.46496
H -2.07663 -3.15483 2.41519
H 0.20407 5.96655 -9.97731
H -3.38313 -2.16152 2.60792
H 1.24081 -4.92549 -5.13624
H -3.15931 3.42038 -13.16282
H 5.03100 2.70818 -0.16236
H -4.92609 8.70123 -7.27544
H -3.66061 -3.89096 2.74899
H 0.64361 6.74176 -2.60620
H -5.53916 0.74408 -5.96211
H -6.98081 -1.19458 0.74586
H -6.53164 -5.33109 -8.05073
H -0.18568 11.28026 -6.57851
H -1.97475 4.06305 -3.77727
H 3.16094 4.46992 -3.89423
H -0.48858 2.27292 -0.95636
H -2.53056 -0.31648 -2.11841
H -3.57930 7.78374 -5.55140
H -1.58425 2.91482 -13.62883
H -1.21218 -0.08549 -1.20660
H 1.86531 3.26931 -7.56975
H 5.29374 3.08791 -1.64820
H -2.52769 2.51040 -3.19648
H -2.82960 5.18234 0.39107
H -1.95807 4.64769 -13.55580
H 1.54280 2.23395 -12.17353
H 1.67389 -3.29265 -4.45240
H -4.84592 8.30365 -13.07347

Löwdin atomic charge list, values in e, 2 entries: P 0.39; P 0.41

=====

2.
C32H84N4O12 | ωB97M-V with the def2-TZVPD basis set

As for the LUMO energy: 0.51 eV. Its spin multiplicity is 1. Its SMILES is COCCNCCOC.COCCNCCOC.COCCNCCOC.COCCNCCOC.CCO.CCO.CCO.CCO. The calculation puts the relative energy (zero: lowest compared OMol25 entry of this formula, charge and spin) at 58.0 kcal per mole. For the highest occupied orbital energy, the calculation gives -0.305 Eh. The largest force on an atom comes out at 2.89 eV/A. For the HOMO-LUMO gap, the calculation gives 8.8 eV.

Element x y z (Å)
O 1.85803 -1.06008 -7.60360
O 3.45319 0.53215 -4.13267
O -0.16026 -2.78344 -3.11533
O 3.04215 2.83742 3.46426
O -4.38020 -4.50276 2.54175
O -1.93088 -0.09278 -6.40815
O 4.60337 0.36434 2.99574
O -3.99187 -0.29502 4.93975
O -0.19924 0.48231 1.99965
O 0.42512 -0.20495 5.42970
O -1.40745 3.32013 2.47294
O -4.77261 0.95207 -1.16218
N 0.31071 2.50408 4.86620
N 0.24523 0.92822 -4.65205
N -3.87832 -1.66030 2.28527
N 1.80836 -2.35552 -5.10606
C -1.78996 4.00476 1.32824
C 1.32945 0.68900 0.05846
C -2.16575 -1.31616 -7.05217
C -2.82207 -0.43246 4.11309
C 1.14592 0.74932 1.59744
C -4.54101 -0.36118 -0.60400
C -4.63225 -1.43920 -1.68275
C -0.51085 3.69260 4.79858
C -1.84615 -0.28672 -4.94724
C 3.24018 4.15225 2.98540
C -2.95721 -2.70686 1.78903
C 4.03339 -0.21987 -3.11534
C 1.02256 0.63127 6.43493
C -0.60491 -2.29838 -1.89216
C 2.91201 -2.41972 -6.03001
C -5.25198 -5.52415 2.13330
C 3.03250 -1.19133 -6.84803
C -0.72169 4.16671 3.38495
C -1.20887 0.98156 -4.40447
C 0.42166 2.01136 6.32260
C 1.64456 0.26363 -8.00138
C 2.88080 5.21695 4.11959
C 5.11305 0.10096 1.73932
C 5.91060 1.25549 1.18759
C 1.20221 -1.28929 5.03313
C 1.06627 1.02476 -3.44657
C 1.69244 -3.67051 -4.48233
C -3.15689 -0.43752 2.65275
C 1.03151 -3.53019 -3.12523
C 2.52748 1.52562 -3.67040
C -3.71252 -3.98168 1.40731
C -3.72634 -0.22419 6.30044
H 1.54739 1.63476 1.98678
H -4.15164 -1.17810 -2.57310
H 0.52387 0.15723 -5.25951
H 6.86058 1.31290 1.72326
H 2.62629 4.35965 2.10419
H -5.34765 -0.49671 0.11603
H -1.54342 -1.78568 -2.13464
H 1.71415 0.89159 -7.11825
H 0.56539 1.77007 -2.79020
H -1.37476 5.05793 3.42973
H -4.69415 -6.24230 1.45744
H -0.06934 1.70595 4.29890
H -2.15662 -0.31630 2.19252
H -2.17498 -1.25714 4.38732
H 2.94274 1.83260 -2.69364
H 4.16411 1.23604 3.00166
H 2.28536 0.59576 -8.81377
H -1.62548 1.80333 -4.98263
H -3.16662 -1.08389 6.68605
H 1.05207 2.64196 6.87464
H 2.60294 6.06914 3.56488
H -2.12184 0.34987 4.31797
H 4.79033 0.28463 -2.43191
H 0.88103 0.24206 7.45963
H -2.96444 -4.66485 0.91768
H 4.39499 -0.14536 1.00102
H 4.63788 -1.03947 -3.58073
H -1.66859 -2.18678 -6.58966
H 5.32016 2.18775 1.20943
H 1.11530 -4.38934 -5.02548
H 2.34192 0.86832 -0.30808
H -1.17170 -1.11089 -4.66681
H 1.73613 -0.09552 1.99109
H 4.30167 4.21751 2.63758
H -2.30664 3.33437 0.66017
H 0.56389 0.49646 -8.30020
H 5.83292 -0.77820 1.67490
H 2.25921 2.80066 4.03135
H -3.73770 0.45650 2.48747
H -1.41214 1.10735 -3.35981
H -0.24376 4.60907 5.32098
H -1.50491 3.48622 5.19906
H 2.94647 -3.30161 -6.66816
H -3.15013 0.60769 6.51232
H 1.83197 -3.04302 -2.46646
H -0.89709 4.36319 0.87534
H -3.63125 -0.47677 -0.04411
H -1.93857 -1.26189 -8.11759
H 0.80674 -1.77885 4.14159
H 1.06468 -0.31314 -0.23275
H 3.07564 -0.26039 -6.24525
H 3.90900 -2.46903 -5.57687
H -5.71250 -1.48387 -1.96685
H -2.81296 -0.63243 -4.57048
H 0.95130 -1.95084 -5.45825
H 1.24917 -2.06896 5.84059
H -6.13033 -5.18018 1.57047
H -0.59482 1.33881 2.09454
H -4.85128 1.55254 -0.41401
H -5.63576 -6.06545 2.99747
H 3.70588 5.45047 4.83045
H -0.87542 -2.98854 -1.17539
H 6.14898 1.02556 0.16144
H 0.64454 1.44317 -0.42402
H 3.30147 -0.70008 -2.53348
H -0.56568 1.94702 6.80280
H -4.63686 -0.11827 6.89296
H 3.90023 -1.31019 -7.45844
H 0.09432 -1.63581 -1.48067
H -4.44594 -1.95446 3.12607
H -3.24564 -1.60627 -6.92292
H -2.32290 -2.39535 0.90451
H -4.33145 -3.73342 0.56890
H 2.64569 -4.10910 -4.32554
H -4.30181 -2.40167 -1.30929
H 2.04265 4.95345 4.78145
H 0.84472 -4.58859 -2.68786
H 2.51958 2.33135 -4.39902
H 2.08404 0.67505 6.26732
H -2.28116 -3.03373 2.58217
H 1.22666 0.09033 -2.87610
H 0.26844 4.36490 2.93245
H 2.28379 -0.99003 4.89644
H -2.39185 4.86658 1.57161

Löwdin atomic charge list, values in e, 2 entries: O -0.18; O -0.21